Record 1
Below is a molecular structure, C3H9N2O, with properties calculated with ωB97M-V/def2-TZVPD.

Element x y z (Å)
1 N -2.19 0.11 -2.69
2 C 0.70 -0.80 -0.51
3 C -0.10 -0.51 0.62
4 N 0.20 0.16 1.71
5 C 1.60 0.56 1.85
6 O -1.06 -0.58 -0.19
7 H -1.52 0.87 -2.52
8 H -1.99 -0.81 -2.29
9 H -3.13 0.47 -2.46
10 H 1.10 -1.78 -0.77
11 H 0.83 0.00 -1.22
12 H -0.35 0.16 2.56
13 H 1.66 1.64 2.02
14 H 2.28 0.26 1.06
15 H 1.98 0.26 2.84

Results
Multiplicity: 2
HOMO energy (alpha / beta): -19.47 / -19.47 eV
Net charge: +2
E: -8261.352 eV
F_max: 4.2 eV Å⁻¹
HOMO-LUMO gap (alpha / beta): 0.3568 / 0.2247 Eh
Relative energy (zero: lowest compared OMol25 entry of this formula, charge and spin): 75.37 kcal/mol

=====

Record 2
Below is a molecular structure, C3H9N2O2, with properties calculated with ωB97M-V/def2-TZVPD.

Element x y z (Å)
1 C 2.03 -1.31 0.84
2 N 1.17 -0.32 0.62
3 C 1.75 1.02 0.58
4 O 3.25 -1.24 1.05
5 H 1.49 -2.28 0.77
6 H 0.13 -0.45 -0.22
7 H 2.63 1.01 1.23
8 H 1.04 1.76 0.95
9 H 2.08 1.31 -0.42
10 N -2.96 0.43 -1.22
11 C -1.93 -0.05 -0.29
12 O -0.79 -0.48 -0.94
13 H -2.49 1.03 -1.87
14 H -3.29 -0.36 -1.77
15 H -1.69 0.78 0.40
16 H -2.41 -0.85 0.29

Results
Multiplicity: 1
HOMO energy: -4.26 eV
Net charge: -1
E: -10333.028 eV
F_max: 1.2 eV Å⁻¹
HOMO-LUMO gap: 0.3108 Eh
Relative energy (zero: lowest compared OMol25 entry of this formula, charge and spin): 31.07 kcal/mol

=====

Record 3
Below is 2 unconnected molecules or ions with the total composition C3H9N2O2, with properties calculated with ωB97M-V/def2-TZVPD.

Element x y z (Å)
1 C -0.83 -0.35 0.85
2 C 1.47 0.49 0.69
3 C -0.53 1.39 -0.63
4 N -2.32 -1.24 -0.49
5 N 0.16 0.23 -0.02
6 O -0.96 -0.28 2.01
7 O 0.48 -0.64 -1.04
8 H 1.85 -0.48 1.18
9 H 2.24 0.75 -0.14
10 H 1.55 1.19 1.65
11 H -1.07 1.94 0.08
12 H 0.10 2.05 -1.13
13 H -1.32 0.94 -1.41
14 H -2.79 -1.97 0.01
15 H -0.29 -1.23 -1.32
16 H -2.89 -0.37 -0.50

Results
Multiplicity: 1
HOMO energy (alpha / beta): -14.72 / -14.71 eV
Net charge: +1
E: -10319.380 eV
F_max: 5.2 eV Å⁻¹
HOMO-LUMO gap (alpha / beta): 0.3513 / 0.3509 Eh
Relative energy (zero: lowest compared OMol25 entry of this formula, charge and spin): 172.32 kcal/mol

=====

Record 4
Below is a gas-phase ion, C3H9N2O2 (charge +1), with properties calculated with ωB97M-V/def2-TZVPD.

Element x y z (Å)
1 C -0.88 -0.01 0.13
2 C -2.09 -0.70 -0.24
3 C 1.56 -0.14 0.41
4 N -0.95 1.28 0.26
5 N 0.26 -0.67 0.21
6 O 1.55 1.26 -0.23
7 O 2.48 -1.03 -0.03
8 H -1.93 -0.77 -1.29
9 H -2.98 -0.27 -0.01
10 H -2.22 -1.74 0.00
11 H 1.62 0.04 1.57
12 H -1.81 1.74 0.34
13 H -0.10 1.81 0.28
14 H 0.28 -1.63 -0.14
15 H 1.82 1.30 -1.12
16 H 3.39 -0.49 -0.14

Results
Multiplicity: 1
HOMO energy: -15.42 eV
Net charge: +1
E: -10325.324 eV
F_max: 4.3 eV Å⁻¹
HOMO-LUMO gap: 0.4450 Eh
Relative energy (zero: lowest compared OMol25 entry of this formula, charge and spin): 35.25 kcal/mol
SMILES string: C/C(N)=[NH+]/C(O)O

=====

Record 5
Below is 3 unconnected molecules or ions with the total composition C3H9N2O2, with properties calculated with ωB97M-V/def2-TZVPD.

Element x y z (Å)
1 C -0.78 1.63 1.65
2 C -1.58 0.85 0.89
3 N -0.74 -0.05 0.24
4 C 0.48 0.12 0.69
5 N 0.51 1.14 1.53
6 H -1.12 2.36 2.34
7 H -2.64 0.71 0.90
8 H -0.98 -0.77 -0.44
9 H 1.30 -0.45 0.31
10 H 1.28 1.51 2.06
11 H 2.02 1.28 -2.16
12 H 1.75 -0.04 -2.97
13 O 1.91 0.33 -2.09
14 H -1.22 -3.17 -1.11
15 H 0.34 -2.94 -0.83
16 O -0.51 -2.52 -1.02

Results
Multiplicity: 1
HOMO energy: -14.32 eV
Net charge: +1
E: -10326.302 eV
F_max: 1.0 eV Å⁻¹
HOMO-LUMO gap: 0.4228 Eh
Relative energy (zero: lowest compared OMol25 entry of this formula, charge and spin): 12.69 kcal/mol

=====

Record 6
Below is C3H9N2O2P in the gas phase, with properties calculated with ωB97M-V/def2-TZVPD.

Element x y z (Å)
1 C 2.10 0.35 0.20
2 C -1.85 -0.62 0.89
3 C -0.81 1.30 -1.06
4 N 3.19 -0.20 0.77
5 N 0.81 -0.34 0.56
6 O 2.11 1.26 -0.58
7 O -0.52 1.68 1.70
8 P -0.57 0.67 0.64
9 H -1.75 -1.02 1.89
10 H -2.82 -0.15 0.80
11 H -1.75 -1.41 0.15
12 H -0.41 0.60 -1.78
13 H -1.87 1.46 -1.22
14 H -0.28 2.25 -1.14
15 H 3.16 -0.97 1.41
16 H 4.09 0.19 0.52
17 H 0.90 -0.90 1.40

Results
Multiplicity: 1
HOMO energy: -9.99 eV
E: -19623.387 eV
F_max: 2.9 eV Å⁻¹
HOMO-LUMO gap: 0.3901 Eh
Relative energy (zero: lowest compared OMol25 entry of this formula, charge and spin): 0.00 kcal/mol
SMILES string: CP(C)(=O)NC(N)=O

=====

Record 7
Below is 2 unconnected molecules or ions with the total composition C3H9N2O2S, with properties calculated with ωB97M-V/def2-TZVPD.

Element x y z (Å)
1 C 0.17 -0.75 1.10
2 C 1.60 -0.66 0.51
3 S 1.73 -1.85 -0.88
4 N -0.34 0.54 1.60
5 C -1.44 1.19 1.12
6 N -1.94 0.78 -0.09
7 O -1.88 2.21 1.65
8 H -0.43 -1.05 0.24
9 H 0.01 -1.53 1.84
10 H 1.80 0.35 0.19
11 H 2.26 -0.95 1.34
12 H -0.11 0.80 2.54
13 H -1.79 -0.10 -0.53
14 H -2.65 1.38 -0.46
15 H 0.32 0.42 -2.19
16 H 0.64 -0.43 -3.27
17 O 0.43 0.52 -3.15

Results
Multiplicity: 1
HOMO energy: -3.12 eV
Net charge: -1
E: -21169.468 eV
F_max: 1.4 eV Å⁻¹
HOMO-LUMO gap: 0.2464 Eh
Relative energy (zero: lowest compared OMol25 entry of this formula, charge and spin): 17.07 kcal/mol

=====

Record 8
Below is 2 unconnected molecules or ions with the total composition C3H9N2O2S, with properties calculated with ωB97M-V/def2-TZVPD.

Element x y z (Å)
1 C 0.06 1.86 0.90
2 C -1.48 -1.50 -0.27
3 C -0.53 0.41 1.04
4 N 1.96 -1.83 -2.06
5 N -0.84 -0.17 -0.30
6 O 2.07 0.78 -2.14
7 O 2.31 -0.38 0.02
8 S 2.04 -0.53 -1.43
9 H 1.11 1.97 0.70
10 H -0.49 2.34 0.02
11 H -0.08 2.28 1.94
12 H -2.05 -1.81 -1.18
13 H -0.82 -2.35 -0.03
14 H -2.12 -1.31 0.57
15 H 0.34 0.00 1.62
16 H -1.53 0.51 1.37
17 H 0.04 -0.28 -0.78

Results
Multiplicity: 1
HOMO energy: -4.40 eV
Net charge: -1
E: -21165.841 eV
F_max: 3.3 eV Å⁻¹
HOMO-LUMO gap: 0.3075 Eh
Relative energy (zero: lowest compared OMol25 entry of this formula, charge and spin): 100.69 kcal/mol